17
Properties=species:S:1:pos:R:3 method="wB97M-V/def2-TZVPD" relative_energy_kcal_mol=0.0 smiles=CCC(Cl)(Cl)C(O)(O)O e_homo_ha=-0.3594 largest_force_ha_per_bohr=0.0776 spin_multiplicity=1 total_charge=0
C -1.9232 0.5840 -0.5170
C -0.6790 -0.1385 -0.0099
C 0.5677 0.7141 -0.0304
Cl 0.6772 1.7977 -1.4128
Cl 0.8294 1.6317 1.4656
C 2.0682 -0.3648 -0.1812
O 3.1450 0.4557 -0.3787
O 2.1347 -1.1043 0.9791
O 1.8273 -1.1651 -1.2393
H -2.0382 1.5490 -0.0297
H -2.8066 -0.0158 -0.3124
H -1.8577 0.7449 -1.5891
H -0.4779 -1.0102 -0.6379
H -0.8316 -0.4867 1.0141
H 3.0913 1.2473 0.1739
H 2.1579 -0.5247 1.7515
H 2.3974 -1.9426 -1.1848


44
Properties=species:S:1:pos:R:3 method="wB97M-V/def2-TZVPD" relative_energy_kcal_mol=130.7 e_homo_ha=-0.1703 largest_force_ha_per_bohr=0.1392 spin_multiplicity=1 total_charge=-2
S 9.5590 45.3220 16.5250
O 10.9140 45.2420 16.0230
O 8.6670 44.7850 15.4340
O 9.4260 44.4970 17.7000
O 9.2740 46.6430 16.8890
O 8.1320 45.1970 12.8330
H 8.3880 44.7400 13.6770
H 7.3890 44.8080 12.5380
O 9.8790 42.3830 18.9170
H 9.4280 42.3630 19.8570
H 9.5650 43.2290 18.4930
O 13.8790 45.9460 15.6770
H 13.2200 45.4870 16.0110
H 14.6660 45.4360 15.6180
O 7.3350 44.1140 19.2520
H 8.1390 44.2150 18.5700
H 7.3210 44.6200 19.9920
O 8.5580 42.2740 15.2050
H 8.6580 43.2970 15.2780
H 8.6480 42.1300 14.2380
O 6.4280 47.4310 17.4990
H 7.3580 47.6120 17.7570
H 6.4160 46.6230 16.9620
O 9.4740 48.4680 18.0230
H 9.3560 47.6130 17.5700
H 10.2780 48.3010 18.6910
O 8.3770 47.8080 14.5670
H 8.3560 47.0100 13.8870
H 8.8070 47.4530 15.3960
O 9.9920 45.6810 19.8860
H 10.8150 45.9050 19.5740
H 9.7700 45.1730 18.9980
O 11.7460 47.8910 15.8740
H 12.0190 47.0640 16.1190
H 10.9780 48.0540 16.3520
O 11.6300 43.8300 14.0910
H 11.2080 44.5990 14.7060
H 12.2970 43.4970 14.7700
O 12.7250 43.6200 16.9440
H 13.0790 42.7360 16.5230
H 11.9190 44.0070 16.4180
O 6.0340 45.0070 15.3460
H 7.0160 45.1130 15.4850
H 5.7420 45.5740 14.6210


35
Properties=species:S:1:pos:R:3 method="wB97M-V/def2-TZVPD" relative_energy_kcal_mol=6.8 e_homo_ha="-0.3113 / -0.3588" largest_force_ha_per_bohr=0.0909 spin_multiplicity=5 total_charge=0
Ir -0.9092 1.4510 -0.7880
Cl 0.4095 -0.0170 -2.1486
C 2.5097 -3.1526 0.0326
Cl 0.8480 -2.9506 0.1557
H 3.0810 -3.0631 0.9388
H 2.9338 -3.3016 -0.9965
C 0.5905 2.8019 -0.4549
C 1.7664 2.0608 0.0802
C 1.6614 1.2126 1.1990
C 2.6842 0.3537 1.4749
C 3.8508 0.4164 0.6820
C 3.9311 1.3131 -0.3840
C 2.9334 2.1709 -0.6887
C 4.9543 -0.4351 0.8536
N 5.8669 -1.1199 0.9777
H 0.7673 3.1583 -1.4816
H 0.1459 3.5801 0.2027
H 0.6854 1.1390 1.6459
H 2.5911 -0.4940 2.1390
H 4.8187 1.2174 -0.9797
H 2.9384 2.8523 -1.5377
N -6.1692 -3.6314 0.3113
C -5.4060 -2.7712 0.1571
C -4.3823 -1.7779 -0.1065
C -4.1618 -0.8036 0.8490
C -3.1216 0.0937 0.6956
C -2.3249 0.0759 -0.5019
C -2.5144 -0.9663 -1.4075
C -3.5210 -1.8850 -1.2047
H -4.8715 -0.7520 1.7011
H -2.8285 0.7860 1.4830
H -1.8864 -1.0782 -2.2818
H -3.6700 -2.7163 -1.9575
N -2.3814 3.5210 1.0068
C -1.8196 2.7117 0.3338